Entry 1:
Below is C28H34FeN6O3S as an isolated structure, with properties calculated with ωB97M-V/def2-TZVPD.

Each line ends with the Löwdin spin population.
CARTESIAN COORDINATES (ANGSTROEM)
Fe: -0.407 -2.002 0.501  0.993
O: -2.049 -2.892 3.973  0.009
C: -1.270 -2.741 3.068  0.001
O: -1.585 -2.687 1.804  0.003
C: 0.219 -2.557 3.244  -0.001
C: 0.874 -2.776 4.438  0.000
C: 2.252 -2.612 4.466  0.000
C: 2.908 -2.239 3.305  0.000
C: 2.174 -2.033 2.150  0.000
N: 0.852 -2.178 2.126  -0.010
H: 0.302 -3.079 5.303  0.000
H: 2.807 -2.785 5.377  0.000
H: 3.982 -2.118 3.285  0.000
H: 2.644 -1.759 1.215  0.000
C: -0.978 4.346 3.891  0.000
C: -0.540 4.129 2.444  0.000
C: -1.501 4.880 1.511  0.000
C: 0.884 4.674 2.265  0.000
C: -0.549 2.655 2.068  0.000
C: -0.915 1.638 2.940  0.001
C: -0.892 0.322 2.520  0.002
N: -0.533 -0.060 1.297  0.013
C: -0.177 0.918 0.433  0.000
C: -0.177 2.255 0.785  0.000
C: 0.211 0.448 -0.919  -0.001
C: 0.642 1.284 -1.932  0.000
C: 0.916 0.778 -3.201  -0.001
C: 0.715 -0.587 -3.374  0.000
C: 0.297 -1.369 -2.318  -0.001
N: 0.056 -0.874 -1.102  -0.007
C: 1.382 1.710 -4.310  0.000
C: 0.280 2.748 -4.571  0.000
C: 2.663 2.424 -3.856  0.000
C: 1.668 0.950 -5.604  0.000
H: -0.951 5.411 4.121  0.000
H: -0.315 3.842 4.596  0.000
H: -1.998 3.999 4.063  0.000
H: -1.519 5.937 1.779  0.000
H: -2.517 4.491 1.595  0.000
H: -1.195 4.809 0.467  0.000
H: 0.908 5.730 2.535  0.000
H: 1.227 4.590 1.233  0.000
H: 1.593 4.145 2.903  0.000
H: -1.231 1.845 3.951  0.000
H: -1.203 -0.447 3.217  0.000
H: 0.115 2.993 0.054  0.000
H: 0.757 2.339 -1.736  0.000
H: 0.900 -1.066 -4.323  0.000
H: 0.152 -2.429 -2.436  0.000
H: 0.081 3.359 -3.690  0.000
H: -0.653 2.268 -4.871  0.000
H: 0.591 3.417 -5.374  0.000
H: 2.498 3.038 -2.971  0.000
H: 3.015 3.082 -4.651  0.000
H: 3.456 1.709 -3.632  0.000
H: 0.777 0.452 -5.989  0.000
H: 2.454 0.205 -5.471  0.000
H: 2.006 1.650 -6.367  0.000
N: 0.943 -3.140 -0.225  0.009
C: 1.298 -4.185 -0.637  -0.001
N: 1.706 -5.212 -1.228  -0.008
C: 1.969 -6.371 -0.652  -0.001
N: 2.199 -7.416 -0.220  -0.003
C: -2.976 -4.602 -1.926  -0.001
S: -2.614 -3.883 -0.330  0.000
C: -4.216 -3.196 0.052  0.000
O: -1.745 -2.679 -0.773  0.003
H: -3.653 -5.441 -1.771  0.000
H: -2.038 -4.967 -2.338  0.000
H: -3.423 -3.852 -2.575  0.000
H: -4.899 -4.032 0.203  0.000
H: -4.544 -2.570 -0.777  0.000
H: -4.110 -2.628 0.972  0.000

Summary:
* HOMO energy (spin up / spin down): -0.4114 / -0.4104 Eh
* gap between HOMO and LUMO (spin up / spin down): 7.61 / 7.79 eV
* net charge: +1
* multiplicity: 2

---

Entry 2:
Below is C9H5Cl5CuF18MgNaO18S6 as an isolated structure at a distorted geometry, with properties calculated with ωB97M-V/def2-TZVPD.

Each line ends with the Löwdin spin population.
CARTESIAN COORDINATES (ANGSTROEM)
Na: -22.327 27.369 -10.803  0.000
Cu: -23.506 23.106 -7.385  0.849
Mg: -25.937 27.709 -7.039  0.000
C: -23.314 21.876 -11.640  0.002
F: -23.186 20.875 -12.516  0.001
F: -23.034 23.023 -12.296  0.000
F: -24.595 21.927 -11.253  0.000
S: -22.255 21.590 -10.170  0.003
O: -20.911 21.774 -10.639  0.006
O: -22.710 22.678 -9.276  0.045
O: -22.648 20.285 -9.762  -0.001
C: -26.567 20.119 -8.581  0.002
F: -27.331 21.223 -8.686  0.000
F: -27.365 19.060 -8.403  0.001
F: -25.905 19.936 -9.717  0.000
S: -25.399 20.269 -7.162  0.004
O: -24.513 19.182 -7.322  0.001
O: -24.777 21.581 -7.434  0.026
O: -26.247 20.262 -6.000  0.001
C: -25.339 25.220 -3.589  0.002
F: -24.993 26.101 -2.663  0.001
F: -25.126 23.996 -3.129  0.000
F: -26.637 25.362 -3.896  0.000
S: -24.314 25.484 -5.117  0.003
O: -23.096 26.079 -4.705  0.000
O: -24.244 24.192 -5.769  0.019
O: -25.107 26.400 -5.965  0.000
C: -26.614 24.870 -10.352  0.000
F: -26.141 24.195 -11.385  0.000
F: -27.422 25.833 -10.780  0.000
F: -27.312 24.060 -9.565  0.000
S: -25.228 25.548 -9.357  0.000
O: -24.672 24.449 -8.649  -0.002
O: -24.310 26.221 -10.230  0.000
O: -25.897 26.475 -8.442  0.000
C: -23.572 31.184 -8.331  0.000
F: -22.433 31.852 -8.368  0.000
F: -24.361 31.731 -7.404  0.000
F: -24.183 31.276 -9.528  0.000
S: -23.221 29.425 -7.923  0.000
O: -22.569 28.909 -9.090  0.000
O: -22.458 29.486 -6.735  0.000
O: -24.558 28.818 -7.722  0.000
C: -19.439 24.755 -7.705  0.001
F: -18.472 25.667 -7.560  0.000
F: -19.215 24.058 -8.808  0.000
F: -19.383 23.963 -6.634  0.000
S: -21.093 25.563 -7.748  0.003
O: -22.022 24.502 -7.367  0.028
O: -20.989 26.603 -6.792  0.004
O: -21.269 26.007 -9.114  0.000
Cl: -27.073 24.370 -14.594  0.000
C: -25.507 23.517 -14.392  0.000
C: -25.518 22.196 -15.113  0.000
Cl: -25.311 22.452 -16.862  0.000
H: -25.334 23.411 -13.326  0.000
H: -24.728 24.154 -14.801  0.000
H: -26.440 21.646 -14.953  0.000
H: -24.703 21.584 -14.728  0.000
C: -30.816 27.076 -12.745  0.000
Cl: -29.076 26.993 -12.963  0.000
Cl: -31.585 25.583 -13.233  0.000
Cl: -31.436 28.443 -13.711  0.000
H: -31.082 27.286 -11.720  0.000

Summary:
* HOMO energy (spin up / spin down): -0.2717 / -0.2708 Eh
* gap between HOMO and LUMO (spin up / spin down): 6.73 / 6.70 eV
* net charge: -1
* multiplicity: 2

---

Entry 3:
Below is a 2-piece molecular cluster, CH4BrClOSi overall at a distorted geometry, with properties calculated with ωB97M-V/def2-TZVPD.

Each line ends with the Löwdin charge.
CARTESIAN COORDINATES (ANGSTROEM)
C: 1.572 -0.316 -0.584  -1.083
O: -0.084 0.695 -0.221  -0.537
Si: -1.478 0.286 0.434  0.397
Cl: 1.393 -1.803 0.190  0.651
Br: 2.824 0.864 0.081  0.770
H: 1.458 -0.315 -1.659  0.040
H: -1.555 0.755 1.818  -0.082
H: -1.733 -1.156 0.410  -0.089
H: -2.396 0.990 -0.468  -0.068

Summary:
* HOMO energy: -0.3667 Eh
* gap between HOMO and LUMO: 9.43 eV
* net charge: 0

---

Number 1: total energy -3303.35744 Eh. Number 2: total energy -10191.21103 Eh. Number 3: total energy -3439.36152 Eh.